(1)
Density functional theory data (ωB97M-V/def2-TZVPD) for a structure of composition C4H7Cl4CrO3 at a distorted geometry.

Summary:
Multiplicity: 5
F_max in hartree/bohr: 0.052
Relative energy (zero: lowest compared OMol25 entry of this formula, charge and spin) in kcal per mole: 0.6
Charge: +1
LUMO energy (alpha / beta) in eV: -6.62 / -5.86

CARTESIAN COORDINATES (ANGSTROEM)
Cr (-2.13, 10.29, -24.09)
Cl (-3.98, 9.55, -22.91)
C (-5.66, 11.83, -25.25)
O (-5.29, 11.15, -26.47)
C (-4.06, 10.80, -26.69)
O (-3.15, 10.84, -25.85)
O (-3.91, 10.44, -27.93)
C (-2.69, 9.80, -28.28)
H (-6.60, 12.32, -25.44)
H (-4.92, 12.56, -24.94)
H (-5.73, 11.09, -24.46)
H (-2.73, 8.76, -27.94)
H (-1.80, 10.25, -27.84)
H (-2.58, 9.73, -29.36)
C (-5.35, 6.23, -21.45)
Cl (-7.11, 6.20, -21.38)
Cl (-4.74, 5.58, -22.98)
Cl (-4.66, 5.37, -20.09)
H (-5.03, 7.26, -21.41)


(2)
Density functional theory data (ωB97M-V/def2-TZVPD) for a structure of composition C4H11N2RuS at a distorted geometry.

Summary:
Multiplicity: 5
F_max in hartree/bohr: 0.115
Relative energy (zero: lowest compared OMol25 entry of this formula, charge and spin) in kcal per mole: 19.7
Charge: +1
LUMO energy (alpha / beta) in eV: -4.05 / -4.97

CARTESIAN COORDINATES (ANGSTROEM)
C (1.50, -0.95, -3.26)
Ru (-1.00, 0.55, -0.22)
N (-1.07, -1.46, -0.35)
H (0.14, 1.06, -1.15)
H (2.38, -1.52, -3.26)
H (1.57, 0.00, -3.80)
H (1.33, -0.69, -2.21)
H (0.68, -1.52, -3.66)
H (-2.01, -1.78, -0.08)
H (-0.43, -1.93, 0.31)
H (-0.91, -1.83, -1.29)
S (0.22, 0.65, 3.81)
C (-0.95, 1.79, 3.16)
C (-0.90, 1.85, 1.79)
N (0.08, 1.01, 1.28)
C (0.82, 0.32, 2.21)
H (-1.60, 2.42, 3.76)
H (-1.44, 2.42, 1.07)
H (1.59, -0.39, 1.90)


(3)
Density functional theory data (ωB97M-V/def2-TZVPD) for the ion C4H8IN2 with charge +1 at a distorted geometry.

Summary:
F_max in hartree/bohr: 0.070
Relative energy (zero: lowest compared OMol25 entry of this formula, charge and spin) in kcal per mole: 96.3
Charge: +1
LUMO energy in eV: -4.55

CARTESIAN COORDINATES (ANGSTROEM)
C (-0.32, 1.13, -0.06)
C (1.05, 0.56, 0.20)
C (-0.05, -1.55, -0.03)
C (-1.29, 0.20, 0.67)
N (-0.35, 2.25, -0.70)
N (1.11, -0.77, -0.52)
I (-3.27, -0.30, 0.21)
H (1.85, 1.08, -0.16)
H (1.11, 0.30, 1.34)
H (0.19, -2.19, 0.79)
H (-0.82, -1.85, -0.75)
H (-1.07, 0.12, 1.80)
H (-1.20, 2.76, -0.72)
H (1.02, -0.65, -1.64)
H (2.06, -1.09, -0.42)


(4)
Density functional theory data (ωB97M-V/def2-TZVPD) for the molecule C4H11NOS at a distorted geometry.

Summary:
F_max in hartree/bohr: 0.102
Relative energy (zero: lowest compared OMol25 entry of this formula, charge and spin) in kcal per mole: 58.7
LUMO energy in eV: 0.85

CARTESIAN COORDINATES (ANGSTROEM)
C (-1.48, 0.98, 1.04)
O (-2.67, 0.47, 1.53)
C (-0.30, -0.01, 0.64)
C (0.44, 0.45, -0.57)
C (1.66, -0.47, -0.99)
S (3.26, -0.07, -0.23)
N (-0.80, -1.32, 0.21)
H (-1.04, 1.88, 1.60)
H (-1.68, 1.40, -0.02)
H (-2.54, -0.41, 1.22)
H (0.21, -0.31, 1.48)
H (0.89, 1.44, -0.56)
H (-0.31, 0.57, -1.40)
H (1.51, -1.50, -1.06)
H (1.79, -0.23, -2.02)
H (3.85, 0.19, -1.28)
H (-1.27, -1.88, 0.86)
H (-1.52, -1.17, -0.44)


(5)
Density functional theory data (ωB97M-V/def2-TZVPD) for a cluster of 11 separate species, C25H37Cl8F5N2O19 in total at a distorted geometry.

Summary:
Multiplicity: 2
F_max in hartree/bohr: 0.144
Charge: -1
LUMO energy (alpha / beta) in eV: 1.73 / 1.73

CARTESIAN COORDINATES (ANGSTROEM)
C (0.62, 0.39, -0.16)
N (-0.69, 1.20, -0.15)
O (-0.60, 2.34, -0.59)
O (-1.67, 0.72, 0.36)
H (1.23, 0.86, 0.61)
H (1.03, 0.42, -1.17)
H (0.57, -0.66, 0.11)
C (-4.17, 1.23, -1.37)
N (-3.47, 0.64, -2.47)
O (-4.02, 0.63, -3.56)
O (-2.35, 0.27, -2.38)
H (-5.24, 1.26, -1.60)
H (-3.76, 2.24, -1.37)
H (-3.94, 0.69, -0.45)
C (-2.89, -2.38, 0.45)
C (-2.72, -1.89, 1.86)
O (-3.20, -2.92, 2.68)
C (-3.25, -4.05, 1.88)
O (-3.55, -5.18, 2.27)
O (-2.73, -3.77, 0.62)
F (-3.35, -0.73, 2.07)
H (-2.22, -1.83, -0.21)
H (-3.87, -2.12, 0.07)
H (-1.68, -1.66, 2.11)
C (-1.22, 5.55, -1.08)
C (-1.41, 6.73, -0.12)
O (-1.20, 7.80, -0.96)
C (-0.41, 7.43, -1.95)
O (0.14, 8.20, -2.69)
O (-0.33, 6.06, -2.04)
F (-0.51, 6.67, 0.82)
H (-2.15, 5.36, -1.62)
H (-0.81, 4.67, -0.59)
H (-2.43, 6.69, 0.28)
C (0.23, -5.97, 1.89)
C (0.22, -5.70, 0.43)
O (0.64, -4.39, 0.31)
C (0.45, -3.79, 1.51)
O (0.47, -2.56, 1.70)
O (0.10, -4.66, 2.47)
F (-0.97, -5.88, -0.12)
H (1.20, -6.30, 2.25)
H (-0.58, -6.70, 2.00)
H (0.90, -6.36, -0.11)
C (0.44, 1.30, -3.69)
C (-0.31, 1.75, -4.92)
O (0.48, 1.16, -5.92)
C (1.78, 1.19, -5.53)
O (2.78, 1.12, -6.25)
O (1.80, 1.19, -4.18)
F (-0.31, 3.10, -5.05)
H (0.07, 0.33, -3.37)
H (0.23, 1.95, -2.84)
H (-1.35, 1.40, -4.94)
C (-0.03, 0.43, 6.02)
C (0.23, -0.76, 5.18)
O (1.17, -0.27, 4.25)
C (0.92, 1.01, 4.07)
O (1.37, 1.60, 3.06)
O (0.12, 1.45, 5.05)
F (-0.87, -1.18, 4.57)
H (0.75, 0.51, 6.77)
H (-1.00, 0.45, 6.52)
H (0.59, -1.61, 5.77)
Cl (-1.66, 4.58, 2.74)
C (-2.42, 3.00, 2.32)
C (-3.60, 2.65, 3.21)
Cl (-3.08, 2.31, 4.83)
H (-1.59, 2.30, 2.48)
H (-2.78, 3.02, 1.30)
H (-4.11, 1.75, 2.84)
H (-4.41, 3.38, 3.28)
Cl (-0.10, -1.97, -2.52)
C (0.74, -3.32, -3.39)
C (1.51, -2.82, -4.65)
Cl (2.23, -4.17, -5.52)
H (-0.01, -4.06, -3.63)
H (1.38, -3.71, -2.59)
H (2.30, -2.11, -4.39)
H (0.97, -2.16, -5.33)
Cl (4.95, -3.14, 3.46)
C (3.59, -2.36, 2.62)
C (3.76, -0.87, 2.60)
Cl (5.27, -0.48, 1.57)
H (2.66, -2.62, 3.13)
H (3.55, -2.75, 1.60)
H (3.85, -0.47, 3.61)
H (2.89, -0.39, 2.16)
Cl (3.49, -1.54, -1.50)
C (4.27, 0.11, -1.81)
C (5.51, 0.03, -2.61)
Cl (5.39, -0.84, -4.20)
H (4.41, 0.65, -0.87)
H (3.54, 0.70, -2.37)
H (6.33, -0.42, -2.05)
H (5.92, 1.01, -2.86)


(6)
Density functional theory data (ωB97M-V/def2-TZVPD) for a cluster of 3 separate species, C15H30O7S in total at a distorted geometry.

Summary:
F_max in hartree/bohr: 0.020
Relative energy (zero: lowest compared OMol25 entry of this formula, charge and spin) in kcal per mole: 8.7
LUMO energy in eV: 0.39

CARTESIAN COORDINATES (ANGSTROEM)
C (4.77, -1.26, -2.86)
C (3.27, -1.19, -3.14)
O (2.73, -0.08, -2.45)
C (1.43, 0.28, -2.80)
C (0.29, -0.54, -2.12)
C (-0.63, -1.22, -3.10)
C (0.00, -2.40, -3.82)
C (0.44, -3.51, -2.86)
O (-0.40, -4.64, -2.88)
S (0.45, -2.97, -1.14)
O (1.48, -3.68, -0.46)
O (-0.88, -3.03, -0.62)
O (0.92, -1.46, -1.17)
H (5.33, -1.28, -3.79)
H (5.06, -0.38, -2.29)
H (5.01, -2.15, -2.29)
H (3.06, -1.09, -4.21)
H (2.79, -2.11, -2.79)
H (1.30, 0.25, -3.89)
H (1.32, 1.31, -2.49)
H (-0.29, 0.16, -1.52)
H (-0.91, -0.46, -3.84)
H (-1.54, -1.55, -2.61)
H (-0.76, -2.84, -4.47)
H (0.83, -2.09, -4.46)
H (1.47, -3.81, -3.06)
H (0.02, -5.32, -3.40)
C (0.91, 1.93, 2.62)
C (0.98, 0.40, 2.55)
C (-0.21, 0.08, 1.66)
O (-0.35, 1.18, 0.75)
C (0.47, 2.27, 1.20)
H (1.85, 2.40, 2.89)
H (0.15, 2.24, 3.33)
H (1.91, 0.09, 2.08)
H (0.91, -0.08, 3.53)
H (-1.13, -0.01, 2.23)
H (-0.06, -0.84, 1.09)
H (1.33, 2.37, 0.53)
H (-0.12, 3.19, 1.15)
C (-3.60, 1.43, 3.99)
C (-3.37, 2.25, 2.71)
C (-3.49, 3.67, 3.24)
O (-3.01, 3.64, 4.58)
C (-2.88, 2.29, 5.02)
H (-3.20, 0.42, 3.93)
H (-4.66, 1.37, 4.21)
H (-2.37, 2.07, 2.32)
H (-4.09, 2.03, 1.92)
H (-4.53, 4.02, 3.24)
H (-2.89, 4.39, 2.67)
H (-1.81, 2.03, 5.08)
H (-3.30, 2.20, 6.02)


(7)
Density functional theory data (ωB97M-V/def2-TZVPD) for a cluster of 4 separate species, C8H19NO in total at a distorted geometry.

Summary:
F_max in hartree/bohr: 0.135
Relative energy (zero: lowest compared OMol25 entry of this formula, charge and spin) in kcal per mole: 186.8
LUMO energy in eV: 0.63

CARTESIAN COORDINATES (ANGSTROEM)
C (-1.02, -2.35, -0.77)
C (-1.45, -1.21, 0.08)
C (-2.59, 1.10, 0.37)
C (3.02, -1.41, -0.10)
C (2.18, -0.42, 0.50)
C (1.48, 0.54, -0.35)
C (0.92, 1.84, 0.32)
C (0.45, 2.87, -0.60)
H (-0.81, -2.01, -1.91)
H (-1.57, -3.27, -1.06)
H (-0.15, -2.80, -0.26)
H (-2.94, -0.63, -1.17)
H (-2.67, 0.31, 1.38)
H (-1.40, 1.94, 0.40)
H (-3.81, 1.87, -0.15)
H (2.51, -1.77, -0.97)
H (4.07, -1.25, -0.39)
H (3.00, -2.09, 0.64)
H (2.62, 0.23, 1.13)
H (1.47, -0.88, 1.27)
H (2.41, 0.96, -0.83)
H (0.79, -0.13, -1.04)
H (1.63, 2.08, 1.13)
H (-0.01, 1.43, 0.77)
H (-0.43, 2.66, -1.30)
H (-0.09, 3.57, -0.05)
H (1.21, 3.25, -1.34)
N (-2.30, -0.19, -0.34)
O (-0.96, -0.99, 1.18)


(8)
Density functional theory data (ωB97M-V/def2-TZVPD) for a structure of composition C20H25ClIrN5O2S at a distorted geometry.

Summary:
F_max in hartree/bohr: 0.052
Relative energy (zero: lowest compared OMol25 entry of this formula, charge and spin) in kcal per mole: 74.2
LUMO energy (alpha / beta) in eV: -1.03 / -1.02

CARTESIAN COORDINATES (ANGSTROEM)
Ir (-0.19, 0.47, -0.15)
N (-1.60, -1.51, -0.55)
C (-1.59, -2.38, 0.62)
C (-0.25, -2.22, 1.42)
O (0.15, -3.17, 2.07)
O (0.30, -1.08, 1.36)
H (-2.53, -1.39, -0.93)
H (-1.02, -1.92, -1.28)
H (-1.71, -3.43, 0.36)
H (-2.39, -2.09, 1.30)
Cl (-0.90, 1.50, 3.12)
C (-0.75, 2.99, 2.24)
C (-0.12, 4.07, 2.82)
C (0.11, 5.22, 2.08)
C (-0.33, 5.29, 0.77)
C (-0.97, 4.22, 0.20)
C (-1.20, 3.02, 0.90)
C (-1.85, 1.91, 0.26)
H (0.19, 4.01, 3.85)
H (0.63, 6.06, 2.53)
H (-0.16, 6.19, 0.19)
H (-1.32, 4.28, -0.82)
H (-2.35, 2.18, -0.67)
H (-2.48, 1.31, 0.91)
C (3.11, 1.63, 4.84)
C (4.07, 2.53, 4.07)
C (5.17, 1.71, 3.39)
C (3.37, 3.46, 3.07)
N (2.79, 2.82, 1.92)
C (2.04, 1.72, 1.77)
N (1.66, 1.65, 0.51)
N (2.18, 2.72, -0.09)
N (2.85, 3.41, 0.73)
H (3.56, 1.31, 5.77)
H (2.86, 0.73, 4.28)
H (2.18, 2.15, 5.07)
H (4.55, 3.21, 4.79)
H (4.74, 1.00, 2.68)
H (5.70, 1.13, 4.14)
H (5.88, 2.34, 2.88)
H (4.07, 4.19, 2.66)
H (2.57, 4.01, 3.59)
H (1.78, 0.99, 2.52)
S (0.27, 0.09, -2.55)
C (-0.37, 1.54, -3.28)
C (-1.20, 1.44, -4.39)
C (-1.66, 2.59, -5.00)
C (-1.30, 3.84, -4.51)
C (-0.47, 3.93, -3.40)
C (0.00, 2.79, -2.79)
H (-1.49, 0.46, -4.76)
H (-2.29, 2.52, -5.88)
H (-1.66, 4.73, -4.99)
H (-0.17, 4.89, -3.02)
H (0.66, 2.84, -1.93)


(9)
Density functional theory data (ωB97M-V/def2-TZVPD) for a structure of composition C28H21N3NaO4PSTe.

Summary:
F_max in hartree/bohr: 0.010
Relative energy (zero: lowest compared OMol25 entry of this formula, charge and spin) in kcal per mole: 0.0
Charge: -2
LUMO energy in eV: 3.85

CARTESIAN COORDINATES (ANGSTROEM)
Na (0.04, -1.14, -1.81)
O (1.67, -5.66, 3.37)
C (1.40, -6.05, 2.21)
O (1.10, -7.18, 1.80)
C (1.48, -4.94, 1.13)
C (2.18, -3.76, 1.39)
C (2.13, -2.73, 0.47)
N (1.41, -2.78, -0.65)
C (0.77, -3.93, -0.93)
C (0.81, -5.03, -0.08)
C (-0.05, -3.97, -2.23)
O (0.11, -4.95, -2.96)
O (-0.83, -2.98, -2.40)
H (2.71, -3.66, 2.33)
H (2.64, -1.79, 0.67)
H (0.29, -5.94, -0.34)
N (0.57, 1.82, 0.79)
P (-0.60, 0.61, 0.43)
C (-0.26, -0.64, 1.73)
C (-0.84, -1.89, 1.55)
C (-0.54, -2.94, 2.41)
C (0.37, -2.75, 3.45)
C (0.94, -1.50, 3.63)
C (0.63, -0.45, 2.78)
C (-2.09, 1.47, 1.09)
C (-3.05, 1.89, 0.18)
C (-4.19, 2.54, 0.62)
C (-4.38, 2.77, 1.97)
C (-3.43, 2.36, 2.89)
C (-2.29, 1.70, 2.45)
C (1.82, 1.68, 0.19)
C (2.73, 2.74, 0.13)
C (3.95, 2.51, -0.46)
C (4.25, 1.25, -0.96)
C (3.28, 0.26, -0.84)
N (2.09, 0.47, -0.28)
H (0.22, 2.77, 0.85)
H (-1.49, -2.08, 0.70)
H (-0.95, -3.92, 2.23)
H (0.67, -3.59, 4.05)
H (1.66, -1.35, 4.43)
H (1.12, 0.52, 2.90)
H (-2.87, 1.74, -0.88)
H (-4.93, 2.87, -0.10)
H (-5.28, 3.28, 2.31)
H (-3.58, 2.53, 3.95)
H (-1.55, 1.35, 3.17)
H (2.46, 3.72, 0.51)
H (4.67, 3.32, -0.54)
H (5.19, 1.03, -1.44)
H (3.46, -0.74, -1.21)
Te (-0.22, 3.19, -2.51)
C (-1.06, 4.00, -4.26)
C (-2.22, 4.73, -4.40)
C (-2.49, 5.13, -5.74)
C (-1.55, 4.71, -6.62)
S (-0.32, 3.82, -5.80)
H (-2.85, 4.97, -3.55)
H (-3.36, 5.71, -6.03)
H (-1.52, 4.86, -7.69)


(10)
Density functional theory data (ωB97M-V/def2-TZVPD) for a cluster of 5 separate species, C21H48FNO9S in total at a distorted geometry.

Summary:
F_max in hartree/bohr: 0.055
LUMO energy in eV: 0.31

CARTESIAN COORDINATES (ANGSTROEM)
C (1.06, -1.27, -4.83)
C (0.64, -2.44, -3.92)
O (1.16, -3.49, -4.00)
O (-0.36, -2.11, -3.01)
C (-0.24, -2.87, -1.84)
O (-0.69, -3.94, -1.84)
C (0.40, -2.37, -0.53)
N (0.42, -0.92, -0.30)
C (1.22, -0.14, -1.27)
C (2.51, 0.37, -0.52)
C (2.27, 1.73, 0.24)
C (1.85, 1.44, 1.73)
C (3.61, 2.57, 0.16)
S (-1.08, -0.29, 0.04)
O (-2.11, -0.68, -0.87)
O (-1.38, -0.61, 1.39)
F (-0.96, 1.30, -0.04)
H (1.22, -0.41, -4.15)
H (0.22, -0.97, -5.49)
H (2.00, -1.48, -5.35)
H (1.46, -2.69, -0.54)
H (-0.04, -2.84, 0.37)
H (1.56, -0.72, -2.14)
H (0.70, 0.75, -1.67)
H (3.40, 0.38, -1.17)
H (2.70, -0.39, 0.26)
H (1.46, 2.32, -0.22)
H (1.04, 2.12, 2.04)
H (1.54, 0.39, 1.88)
H (2.69, 1.63, 2.43)
H (4.23, 2.26, -0.69)
H (4.13, 2.46, 1.12)
H (3.35, 3.63, 0.00)
C (-2.79, -0.97, 4.38)
C (-2.90, -0.06, 5.60)
C (-4.35, 0.17, 5.99)
O (-2.27, 1.19, 5.31)
H (-3.29, -0.52, 3.52)
H (-1.75, -1.12, 4.11)
H (-3.24, -1.94, 4.58)
H (-2.35, -0.50, 6.44)
H (-4.89, 0.66, 5.18)
H (-4.41, 0.83, 6.86)
H (-4.84, -0.77, 6.24)
H (-2.74, 1.59, 4.57)
C (3.91, -7.56, -4.36)
C (3.80, -6.71, -3.11)
C (2.35, -6.50, -2.70)
O (4.41, -5.44, -3.34)
H (3.40, -7.08, -5.20)
H (4.95, -7.69, -4.64)
H (3.46, -8.55, -4.20)
H (4.35, -7.18, -2.29)
H (1.79, -5.99, -3.49)
H (2.28, -5.88, -1.81)
H (1.86, -7.46, -2.50)
H (3.93, -5.01, -4.06)
C (-3.05, 5.52, 6.22)
C (-1.72, 5.04, 6.79)
C (-0.58, 5.26, 5.80)
O (-1.80, 3.66, 7.13)
H (-3.30, 4.95, 5.32)
H (-3.85, 5.35, 6.94)
H (-3.02, 6.58, 5.97)
H (-1.50, 5.59, 7.71)
H (-0.76, 4.68, 4.88)
H (0.36, 4.91, 6.21)
H (-0.48, 6.31, 5.53)
H (-1.99, 3.17, 6.32)
C (-1.84, 3.30, -6.18)
C (-1.81, 1.94, -5.50)
C (-1.64, 2.07, -3.99)
O (-0.73, 1.17, -6.03)
H (-0.91, 3.84, -6.00)
H (-1.95, 3.19, -7.26)
H (-2.67, 3.90, -5.80)
H (-2.73, 1.39, -5.72)
H (-0.70, 2.58, -3.75)
H (-1.61, 1.09, -3.52)
H (-2.47, 2.64, -3.55)
H (0.09, 1.64, -5.84)


(11)
Density functional theory data (ωB97M-V/def2-TZVPD) for a cluster of 3 separate species, H6O3 in total at a distorted geometry.

Summary:
F_max in hartree/bohr: 0.027
Relative energy (zero: lowest compared OMol25 entry of this formula, charge and spin) in kcal per mole: 15.9
LUMO energy in eV: 0.28

CARTESIAN COORDINATES (ANGSTROEM)
O (13.78, -14.81, 10.00)
H (13.08, -14.18, 10.15)
H (14.54, -14.27, 9.79)
O (12.97, -17.38, 10.78)
H (13.64, -16.74, 11.02)
H (12.83, -17.24, 9.84)
O (15.14, -12.91, 9.31)
H (16.00, -12.48, 9.34)
H (14.63, -12.49, 10.00)